Computed, not measured: a 2-piece molecular cluster, C2H6OS overall at a distorted geometry, with ωB97M-V with the def2-TZVPD basis set.

Each line ends with the natural charge from an NBO analysis.
Positions of all 10 atoms, in Å:
C 1.394 -0.988 0.146  -0.54
C -0.708 0.785 -0.356  -0.03
O -0.284 1.959 0.176  -0.69
S -2.263 0.049 0.182  -0.03
H 0.563 -1.552 -0.071  0.16
H 1.565 -0.879 1.265  0.17
H 2.243 -0.907 -0.503  0.18
H -0.524 0.931 -1.469  0.17
H -0.004 1.719 1.081  0.48
H -1.982 -1.117 -0.452  0.14

As for the HOMO-LUMO gap (alpha / beta): 0.3381 / 0.2886 Eh. As for the highest occupied orbital energy (alpha / beta): -8.69 / -7.65 eV. The calculation puts the energy above the lowest of the compared OMol25 structures with the same formula, charge and spin at 86.2 kcal per mole. As for the spin multiplicity: 1. The calculation puts the LUMO energy (alpha / beta) at 0.51 / 0.21 eV.



Computed, not measured: C23H25AsCl2N5O10S6Ta as an isolated structure at a distorted geometry, with ωB97M-V with the def2-TZVPD basis set.

Each line ends with the Löwdin charge.
Positions of all 73 atoms, in Å:
Ta -1.033 -0.423 1.679  0.97
S -0.527 3.727 3.500  -0.10
As 0.498 1.976 3.080  -0.43
S -0.615 0.231 3.959  0.05
S -0.115 1.461 0.837  0.19
S 2.546 1.685 3.205  -0.05
O -3.426 -3.048 -3.633  0.11
C -3.879 -1.829 -3.904  -0.51
O -4.617 -1.639 -4.842  0.05
C -3.464 -0.725 -2.999  -0.05
C -3.772 0.604 -3.201  -0.59
Cl -4.573 1.361 -4.489  0.80
N -3.261 1.314 -2.169  -0.09
N -2.625 0.521 -1.301  0.13
C -2.725 -0.701 -1.781  -0.15
C -2.080 -1.811 -1.028  -0.46
O -2.106 -2.956 -1.440  0.11
O -1.497 -1.509 0.103  -0.26
C -3.388 2.704 -1.861  -0.26
C -2.252 3.387 -1.466  -0.23
C -2.364 4.705 -1.057  -0.15
C -3.599 5.338 -1.082  -0.08
C -4.727 4.647 -1.503  -0.09
C -4.630 3.316 -1.883  -0.05
H -2.880 -3.069 -2.801  0.05
H -1.301 2.876 -1.484  -0.01
H -1.483 5.229 -0.712  0.05
H -3.685 6.369 -0.762  0.10
H -5.693 5.136 -1.515  0.09
H -5.507 2.758 -2.178  0.10
N 3.025 0.873 -1.125  0.02
C 3.254 -0.352 -1.863  -0.18
C 2.087 -1.313 -1.678  -0.55
O 2.192 -2.507 -1.826  0.07
O 0.956 -0.736 -1.316  0.01
H 3.647 1.620 -1.392  0.08
H 3.070 0.719 -0.124  0.05
H 1.015 0.243 -1.431  -0.01
H 4.158 -0.913 -1.602  0.11
H 3.298 -0.122 -2.932  0.13
C 2.578 -1.754 4.805  -0.09
C 3.515 -2.345 3.761  -0.16
C 2.812 -3.035 2.563  -0.29
C 3.870 -3.699 1.667  -0.18
C 3.281 -4.562 0.558  -0.07
C 1.918 -4.117 3.131  -0.42
O 2.340 -5.115 3.673  0.10
N 0.559 -3.901 3.035  0.24
C 0.000 -2.757 2.533  -0.58
O -1.226 -2.550 2.641  -0.10
N 0.717 -1.809 1.922  0.04
C 2.088 -1.924 1.778  -0.40
O 2.737 -1.155 1.114  0.08
H 3.150 -1.400 5.663  0.08
H 1.860 -2.492 5.175  0.08
H 2.026 -0.901 4.410  -0.01
H 4.175 -3.090 4.211  0.12
H 4.137 -1.555 3.334  0.12
H 4.515 -4.297 2.313  0.11
H 4.469 -2.892 1.243  0.12
H 2.746 -5.421 0.971  0.07
H 4.075 -4.948 -0.083  0.08
H 2.607 -3.993 -0.081  0.06
H -0.065 -4.569 3.463  0.17
Cl -3.324 -0.184 2.154  -0.02
C -0.107 5.315 -1.694  -0.14
O 0.049 3.920 -1.897  -0.24
C -0.724 3.292 -2.826  -1.29
S -1.844 4.164 -3.726  0.71
S -0.446 1.628 -2.899  0.70
H 0.601 5.568 -0.906  0.12
H -1.126 5.556 -1.385  -0.02
H 0.110 5.874 -2.606  0.08

As for the HOMO-LUMO gap: 0.2096 Eh. As for the highest occupied orbital energy: -2.28 eV. The calculation puts the energy above the lowest of the compared OMol25 structures with the same formula, charge and spin at 178.4 kcal per mole. As for the charge: -2. As for the spin multiplicity: 1. The calculation puts the LUMO energy at 3.42 eV.



Computed, not measured: one molecule with the formula C10H14N4 at a distorted geometry, with ωB97M-V with the def2-TZVPD basis set.

Each line ends with the natural charge from an NBO analysis.
Positions of all 28 atoms, in Å:
C 3.534 0.544 0.535  -0.27
C 3.068 1.752 0.162  -0.05
C 2.537 -0.455 0.059  -0.09
C -1.320 -1.705 0.088  0.15
C -1.068 0.988 -0.250  0.25
C -2.521 -0.935 0.388  -0.50
C -2.368 0.240 -0.609  -0.25
C 0.056 0.042 -0.024  0.22
C -3.410 1.284 -0.376  -0.59
C 3.293 -1.282 -1.072  -0.62
N 1.723 1.756 -0.123  -0.31
N -0.134 -1.253 -0.041  -0.46
N -0.969 2.231 -0.296  -0.62
N 1.336 0.474 -0.143  -0.07
H 4.465 0.398 0.854  0.21
H 3.675 2.654 0.416  0.22
H 2.103 -1.134 0.846  0.25
H -1.439 -2.878 0.158  0.17
H -3.500 -1.369 0.508  0.24
H -2.401 -0.544 1.345  0.22
H -2.243 -0.165 -1.680  0.22
H -3.171 2.031 -1.106  0.24
H -3.455 1.546 0.582  0.20
H -4.485 0.924 -0.514  0.19
H 2.433 -1.796 -1.658  0.23
H 4.096 -1.957 -0.750  0.23
H 3.832 -0.697 -1.802  0.22
H -0.149 2.677 -0.070  0.38

As for the HOMO-LUMO gap (alpha / beta): 0.2570 / 0.2470 Eh. As for the highest occupied orbital energy (alpha / beta): -7.30 / -6.97 eV. The calculation puts the energy above the lowest of the compared OMol25 structures with the same formula, charge and spin at 85.4 kcal per mole. As for the spin multiplicity: 1. The calculation puts the LUMO energy (alpha / beta) at -0.30 / -0.25 eV.



Computed, not measured: C29H30N2O7SSeSiTa as an isolated structure at a distorted geometry, with ωB97M-V with the def2-TZVPD basis set.

Each line ends with the Löwdin charge.
Positions of all 72 atoms, in Å:
Ta 0.616 0.256 0.137  1.36
O 4.288 2.116 -2.478  0.17
C 3.379 1.685 -1.635  -0.46
O 2.478 0.921 -1.923  0.01
C 3.508 2.202 -0.246  -0.17
C 4.328 3.237 0.176  0.05
C 4.241 3.646 1.503  0.00
C 3.311 3.053 2.340  0.06
C 2.526 2.031 1.818  -0.15
N 2.649 1.603 0.577  0.06
C 1.410 1.317 2.551  -0.57
O 0.899 1.769 3.539  0.16
O 1.140 0.198 1.966  -0.25
H 4.167 1.748 -3.371  0.16
H 4.989 3.717 -0.525  0.13
H 4.890 4.419 1.883  0.12
H 3.190 3.344 3.372  0.13
C -5.387 5.076 0.459  -0.03
C -4.084 4.478 0.044  -0.24
C -2.880 5.010 0.498  0.00
C -1.686 4.400 0.168  -0.04
C -1.694 3.269 -0.628  -0.27
C -2.870 2.743 -1.126  -0.03
C -4.062 3.362 -0.793  0.00
S -0.236 2.333 -0.459  0.56
O -0.309 1.812 0.898  -0.30
O 0.974 3.078 -0.667  -0.20
O -0.199 1.118 -1.306  -0.34
H -5.237 5.854 1.202  0.08
H -6.036 4.313 0.886  0.09
H -5.907 5.503 -0.398  0.10
H -2.865 5.875 1.141  0.12
H -0.737 4.768 0.526  0.13
H -2.853 1.863 -1.755  0.11
H -4.991 2.955 -1.161  0.13
C -3.710 -1.024 -3.015  -0.08
C -4.127 -0.679 -1.740  -0.08
C -3.227 -0.647 -0.686  -0.04
C -1.886 -0.962 -0.902  -0.36
C -1.470 -1.325 -2.185  -0.05
C -2.380 -1.352 -3.229  -0.06
N -0.953 -1.025 0.171  -0.16
C -1.120 -2.187 0.959  -0.29
C -1.804 -3.311 0.481  -0.02
C -1.841 -4.483 1.213  -0.08
C -1.190 -4.578 2.429  -0.09
C -0.553 -3.457 2.935  -0.08
C -0.525 -2.273 2.222  -0.05
H -4.417 -1.059 -3.832  0.11
H -5.166 -0.449 -1.559  0.11
H -3.556 -0.386 0.308  0.13
H -0.433 -1.617 -2.343  0.10
H -2.050 -1.653 -4.210  0.11
H -2.305 -3.270 -0.472  0.11
H -2.378 -5.330 0.814  0.11
H -1.200 -5.502 2.986  0.10
H -0.066 -3.499 3.895  0.11
H -0.067 -1.406 2.669  0.09
C 4.400 -3.329 -1.764  -0.21
Si 3.167 -3.673 -0.293  0.49
C 1.699 -4.900 -0.644  -0.20
C 3.948 -3.774 1.489  -0.21
Se 1.942 -1.554 -0.162  0.59
H 5.031 -4.177 -2.016  0.03
H 5.043 -2.488 -1.509  0.02
H 3.823 -3.052 -2.645  0.02
H 1.997 -5.932 -0.798  0.03
H 1.159 -4.558 -1.525  0.02
H 1.005 -4.857 0.195  0.01
H 4.468 -4.702 1.707  0.03
H 3.143 -3.654 2.212  0.02
H 4.647 -2.951 1.633  0.02

As for the HOMO-LUMO gap: 0.2547 Eh. As for the highest occupied orbital energy: -10.21 eV. The calculation puts the energy above the lowest of the compared OMol25 structures with the same formula, charge and spin at 117.8 kcal per mole. As for the charge: +1. As for the spin multiplicity: 1. The calculation puts the LUMO energy at -3.28 eV.